No. 1
This record from the Open Molecules 2025 dataset describes a 2-piece molecular cluster, C4H11INS overall. The level of theory is ωB97M-V with the def2-TZVPD basis set.

Results
Electronic energy: -909.24247 Eh
Energy relative to the best compared isomer or geometry (same formula, charge and spin): 308.4 kJ/mol

ORCA input file:
```
! RIJCOSX wB97M-V def2-TZVPD def2/J DEFGRID3
* xyz 1 1
C 1.25 -1.68 0.24
C -0.24 -1.45 0.59
C 0.26 1.50 -0.50
C -1.06 -0.48 -0.28
N -0.23 2.34 0.52
S -1.30 -0.86 -1.98
I -2.65 0.35 0.95
H 1.57 -2.59 0.69
H 1.43 -1.43 -0.85
H 1.88 -0.87 0.63
H -0.66 -2.44 0.49
H -0.19 -1.30 1.63
H -0.08 1.59 -1.52
H 1.18 0.97 -0.43
H 0.32 2.12 1.37
H -1.29 2.12 0.37
H -0.09 3.29 0.29
H -0.10 -1.17 -2.22
*
```

No. 2
This record from the Open Molecules 2025 dataset describes C4H11KO4 as an isolated structure. The level of theory is ωB97M-V with the def2-TZVPD basis set.

Results
Electronic energy: -1059.86398 Eh
Energy relative to the best compared isomer or geometry (same formula, charge and spin): 0.0 kJ/mol

ORCA input file:
```
! RIJCOSX wB97M-V def2-TZVPD def2/J DEFGRID3
* xyz 0 1
K -33.10 -26.88 1.61
C -28.74 -27.50 3.67
C -29.38 -28.36 2.70
O -28.83 -29.39 2.28
O -30.60 -28.17 2.32
H -28.68 -26.44 3.42
H -27.67 -27.68 3.79
H -29.02 -27.65 4.72
C -35.34 -26.76 4.41
O -35.29 -27.65 3.26
H -36.16 -27.12 5.04
H -34.44 -26.82 5.02
H -35.48 -25.69 4.26
H -36.08 -28.18 3.17
C -34.06 -23.67 2.40
O -34.91 -24.68 1.95
H -33.13 -24.09 2.78
H -33.77 -23.06 1.54
H -34.47 -22.98 3.13
H -35.65 -24.19 1.59
*
```

No. 3
This record from the Open Molecules 2025 dataset describes an isolated ion of composition C4H11N2 and charge +1. The level of theory is ωB97M-V with the def2-TZVPD basis set.

Results
Electronic energy: -268.20398 Eh
Energy relative to the best compared isomer or geometry (same formula, charge and spin): 264.9 kJ/mol

ORCA input file:
```
! RIJCOSX wB97M-V def2-TZVPD def2/J DEFGRID3
* xyz 1 1
C -0.22 2.50 0.68
N -0.63 1.04 0.67
C 0.05 0.05 -0.20
N -0.92 -0.50 -1.13
C -0.23 -1.41 -0.16
C 1.00 -2.28 -0.48
H -0.54 2.88 1.57
H 0.81 2.51 0.63
H -0.75 3.08 -0.07
H -1.63 0.88 0.44
H -0.53 0.67 1.61
H 1.15 0.15 -0.45
H -0.63 -0.49 -2.08
H -1.00 -1.79 0.48
H 1.46 -1.85 -1.32
H 0.90 -3.33 -0.58
H 1.70 -2.09 0.39
*
```

The lowest energy relative to the best compared isomer or geometry (same formula, charge and spin) belongs to which entry? C4H11KO4